Arrangement A

C24H22Cl2N5O4S3Tl | ωB97M-V/def2-TZVPD

Properties
total charge	-2
HOMO energy	-1.7	eV

XYZ file:
```
61
Properties=species:S:1:pos:R:3:mulliken_charge:R:1
Tl 0.3934 0.2207 0.5611 0.744
Cl -2.5493 1.0795 -6.0849 -0.292
Cl -3.4404 -1.8659 -5.3268 -0.294
S 3.1944 0.7300 -1.7116 -0.138
S 1.4110 -2.3684 -1.1931 0.177
S 1.5605 -1.6642 -4.8007 -0.117
O 2.6180 -0.7341 2.4505 -0.424
O -3.1423 -2.7786 -0.5255 -0.838
O 4.6766 -0.8940 1.9783 -0.431
O -1.0719 3.7213 -2.2113 -0.854
N -1.0922 -1.4734 2.0535 -0.218
N -0.9741 1.6141 -1.2001 -0.076
N -0.0809 2.8510 1.0818 -0.301
N -1.6875 -0.9486 -0.5679 -0.001
N 3.8088 -0.6305 2.8269 0.045
C -2.0341 -3.6463 1.8461 -0.568
C 0.4936 4.7784 -0.1902 -0.557
C 2.4316 -2.9424 -3.8323 -0.581
C -1.9507 -0.4935 -1.8480 -0.295
C 1.7064 -3.4842 -2.6081 -0.865
C -1.5590 0.8438 -2.1879 -0.423
C -2.5231 -1.2914 -2.8480 -0.626
C -0.6674 -1.7970 3.2702 -0.037
C -0.1002 3.5202 -0.0724 0.308
C -1.5894 -3.9811 3.1103 -0.257
C 3.9036 -0.9156 -1.3634 -0.725
C -1.7621 1.2870 -3.5014 -0.296
C -2.2618 -2.0284 -0.0553 0.275
C 1.1491 4.6266 2.1002 -0.621
C -1.7623 -2.3759 1.3379 0.334
C -0.7807 2.9220 -1.2964 0.347
C 1.1234 5.3359 0.9052 -0.281
C -2.7111 -0.8199 -4.1350 0.153
C 3.0642 -1.9378 -0.6042 -0.462
C 0.5325 3.3884 2.1315 -0.154
C -2.3260 0.4677 -4.4635 0.124
C 2.3748 -0.1261 -4.2539 -0.929
C -0.8881 -3.0355 3.8482 -0.705
C 1.8687 0.4299 -2.9260 0.922
H 2.5734 -3.7684 -4.5341 0.432
H 2.2504 -4.3570 -2.2339 0.395
H 3.4469 -0.3234 -4.2327 0.440
H 4.7310 -0.6720 -0.6916 0.424
H 3.6518 -2.8536 -0.4949 0.552
H 0.4487 5.2809 -1.1458 0.419
H 2.8714 -1.5433 0.3958 -0.196
H 1.6437 5.0154 2.9808 0.367
H -0.1079 -1.0285 3.7931 0.336
H 0.5364 2.7860 3.0348 0.423
H -2.8386 -2.2896 -2.5923 0.627
H 1.5987 6.3077 0.8363 0.378
H 4.3234 -1.3069 -2.2935 0.401
H 1.1285 -0.2204 -2.4766 -0.798
H 3.4126 -2.5503 -3.5689 0.135
H -1.7760 -4.9653 3.5247 0.376
H 2.1721 0.5686 -5.0696 0.310
H -0.5293 -3.2502 4.8462 0.367
H -1.4787 2.2947 -3.7586 0.615
H 1.4132 1.4136 -3.0530 0.161
H 0.6927 -3.7856 -2.8771 0.360
H -2.5836 -4.3399 1.2262 0.414
```

---

Arrangement B

C24H22Cl2N5O4S3Tl | ωB97M-V/def2-TZVPD

Properties
total charge	-2
HOMO energy	-2.5	eV

XYZ file:
```
61
Properties=species:S:1:pos:R:3:mulliken_charge:R:1
Tl 0.9635 1.3890 0.1091 0.697
Cl 2.8941 7.6477 -2.7858 -0.266
Cl -0.2696 7.9601 -2.4285 -0.263
S -2.3650 0.1539 3.1301 -0.095
S -4.3604 -3.4335 4.2192 -0.178
S -1.6815 -3.1711 1.9959 -0.139
O 0.1674 -3.7914 5.5397 -0.497
O 4.1929 2.8864 -2.9320 -0.830
O 1.5054 -2.1764 5.2422 -0.499
O -2.4933 3.6211 -2.0078 -0.829
N 2.8723 0.0084 -1.3194 -0.147
N 2.2714 2.6528 -1.6352 -0.190
N -1.4322 0.4076 -0.9643 -0.274
N 1.3380 -3.3433 5.6357 0.168
N -0.3823 2.9157 -1.3283 -0.191
C 2.4867 5.0428 -2.1959 -0.445
C -0.5306 -1.9985 2.7680 -0.336
C 3.1957 -1.2630 -1.0973 -0.132
C -0.2540 5.3150 -1.8809 -0.504
C -3.8705 -0.8655 3.0731 -0.231
C 4.4039 -1.8165 -1.4835 -0.709
C -4.1737 0.0444 -0.8382 -0.258
C 3.7514 0.8009 -1.9322 0.331
C -1.9534 -0.7868 -0.6931 -0.316
C -1.6846 2.7982 -1.5426 0.417
C 4.9930 0.3279 -2.3522 -0.588
C -2.2563 1.4327 -1.1794 0.079
C 5.3212 -0.9949 -2.1251 -0.252
C 1.7346 3.9193 -1.8580 -0.054
C -3.6397 1.2867 -1.1224 -0.504
C 0.3227 4.0590 -1.6933 -0.141
C -1.1273 -1.0108 3.7672 -0.647
C -4.2194 -1.6269 4.3591 -0.796
C -1.8708 -4.4305 3.2785 -0.638
C 1.8869 6.2817 -2.3656 0.133
C 3.3986 2.2612 -2.2048 0.210
C -2.6817 -4.0544 4.5120 -0.666
C 0.5215 6.4166 -2.2110 0.136
C -3.3148 -1.0245 -0.6257 -0.647
H -3.5280 -1.3983 5.1684 0.431
H -1.3223 5.4199 -1.7832 0.567
H -0.1062 -1.4318 1.9344 -0.014
H -0.2977 -0.4043 4.1347 0.455
H -4.2488 2.1583 -1.3135 0.433
H 3.5491 4.9377 -2.3444 0.519
H -5.2084 -1.3235 4.7066 0.322
H 0.2573 -2.5539 3.2782 0.417
H 4.6173 -2.8568 -1.2774 0.375
H -3.8179 -1.5521 2.2338 0.028
H 6.2824 -1.3851 -2.4390 0.385
H -3.6790 -2.0138 -0.3855 0.426
H -1.2475 -1.5914 -0.5166 0.640
H -2.8114 -4.9521 5.1207 0.463
H -2.1282 -3.3534 5.1328 0.188
H -5.2472 -0.0929 -0.7787 0.403
H 5.6546 1.0229 -2.8487 0.420
H -4.6544 -0.1354 2.8590 0.423
H 2.4528 -1.8607 -0.5785 0.430
H -0.8779 -4.7263 3.6205 0.377
H -2.3414 -5.2743 2.7688 0.358
H -1.5308 -1.5139 4.6401 0.044
```

---

Q: Which of them is the most stable? A: arrangement B.

---

Arrangement A

C3H5PS | ωB97M-V/def2-TZVPD

Properties
HOMO energy (alpha / beta)	-7.8 / -7.5	eV

XYZ file:
```
10
Properties=species:S:1:pos:R:3:mulliken_charge:R:1
S -0.3567 1.3694 -0.4104 -0.213
P -3.1756 0.5785 0.7514 -0.053
C 2.4542 1.3026 0.6304 -0.509
C -3.9215 0.2367 -0.7110 -0.478
C 1.2634 1.6119 -0.2681 -0.039
H 3.2615 1.3833 -0.1311 0.227
H -3.3826 0.3454 -1.6227 0.214
H -4.8320 0.0538 -1.0775 0.332
H 2.4066 2.1212 1.3533 0.262
H 2.1911 0.3116 0.9388 0.258
```

---

Arrangement B

C3H5PS | ωB97M-V/def2-TZVPD

Properties
HOMO energy	-8.7	eV

XYZ file:
```
10
Properties=species:S:1:pos:R:3:mulliken_charge:R:1
S 2.8392 -0.1069 -0.0077 -0.174
P -1.4953 0.3755 -0.0279 -0.127
C 0.2747 -0.0707 0.0556 -0.354
C 1.4142 0.6546 -0.6969 -0.167
C 1.3690 0.6361 0.7418 -0.150
H -2.0508 -0.5613 -0.9282 0.049
H 1.3843 1.4175 1.3992 0.399
H -2.0289 -0.4168 0.8715 0.027
H 1.2813 1.5284 -1.3121 0.351
H 0.6408 -1.9095 0.3043 0.147
```

---

Q: Which of them is the most stable? A: arrangement A.

---

Arrangement A

CH2BF3 | ωB97M-V/def2-TZVPD

Properties
HOMO energy	-11.6	eV

XYZ file:
```
7
Properties=species:S:1:pos:R:3:mulliken_charge:R:1
F -0.9792 0.3742 -1.3905 -0.364
F 1.2624 -0.7219 -0.9804 -0.157
F 1.2891 -0.6321 1.1868 -0.181
C 0.4996 -0.4745 0.1004 0.409
B -0.7853 0.2189 -0.0364 0.252
H 0.2798 1.0373 0.2366 0.104
H -1.5664 0.1982 0.8836 -0.062
```

---

Arrangement B

CH2BF3 | ωB97M-V/def2-TZVPD

Properties
HOMO energy	-11.1	eV

XYZ file:
```
7
Properties=species:S:1:pos:R:3:mulliken_charge:R:1
F 0.6638 1.2038 -1.0619 -0.252
F -0.3782 -1.2648 1.2993 -0.220
F 2.1950 0.1508 0.0593 -0.235
C 0.9682 0.0774 -0.4124 0.286
B -0.0942 -0.1313 0.8024 0.375
H 0.9158 -0.6766 -1.1537 0.108
H -0.6180 0.7259 1.1964 -0.063
```

---

Q: Which of them is the most stable? A: arrangement B.

---

Arrangement A

C2H2N4 | ωB97M-V/def2-TZVPD

Properties
HOMO energy	-10.8	eV

XYZ file:
```
8
Properties=species:S:1:pos:R:3:mulliken_charge:R:1
N 0.4790 -0.9107 0.8732 -0.110
N 1.1615 0.1065 -0.3374 -0.372
N -0.3240 -0.0494 1.6492 -0.184
N -0.7117 0.9222 0.9958 -0.113
C 0.0661 -0.7352 -0.5075 -0.256
C -0.1762 0.7202 -0.3426 0.262
H -0.0819 -1.5189 -1.2374 0.382
H -0.4128 1.4653 -1.0934 0.391
```

---

Arrangement B

C2H2N4 | ωB97M-V/def2-TZVPD

Properties
HOMO energy (alpha / beta)	-9.9 / -9.9	eV

XYZ file:
```
8
Properties=species:S:1:pos:R:3:mulliken_charge:R:1
N 1.1861 -0.8756 -0.1674 -0.341
N 0.4318 -1.1119 1.4007 -0.036
N -0.5475 -0.4485 1.6384 -0.051
N -1.3385 0.0509 0.5912 -0.220
C 0.7814 0.2489 -0.6080 -0.103
C -0.6669 0.4429 -0.4222 0.048
H -1.2559 0.7089 -1.2922 0.363
H 1.4095 0.9845 -1.1404 0.340
```

---

Q: Which of them is the most stable? A: arrangement B.

---

Arrangement A

C4H10N | ωB97M-V/def2-TZVPD

Properties
total charge	+1
HOMO energy	-12.4	eV

XYZ file:
```
15
Properties=species:S:1:pos:R:3:mulliken_charge:R:1
N -3.2855 0.0553 1.1957 -0.125
C 2.0023 0.0424 -0.4019 0.150
C 2.6897 -0.5826 -1.5624 -1.020
C -2.8619 1.1206 0.6522 -0.021
C 1.1259 -0.4393 0.4626 -0.804
H -3.1165 1.3054 -0.3841 0.274
H 3.7398 -0.8419 -1.3903 0.267
H -3.6720 -0.7483 0.7074 0.291
H -2.5335 1.9246 1.2641 0.277
H -3.1664 -0.0504 2.1948 0.297
H 2.1059 -1.4565 -1.8596 0.297
H 2.4144 1.0373 -0.2264 0.261
H 0.8343 0.0429 1.3861 0.319
H 2.8688 0.0788 -2.4149 0.300
H 0.8547 -1.4883 0.3767 0.238
```

---

Arrangement B

C4H10N | ωB97M-V/def2-TZVPD

Properties
total charge	+1
HOMO energy	-13.1	eV

XYZ file:
```
15
Properties=species:S:1:pos:R:3:mulliken_charge:R:1
N -1.5362 0.1751 -0.3532 0.070
C 3.6080 -0.2858 -0.0984 -0.552
C -1.5148 -0.4864 0.9531 -0.752
C -2.6354 0.6501 -0.8732 -0.117
C 2.2861 -0.0819 0.2065 -0.138
H 1.4260 -0.4637 -0.4722 -0.045
H -1.7865 -1.5512 0.8162 0.337
H -0.5097 -0.4457 1.3560 0.252
H 4.0793 -0.4239 -1.0257 0.303
H -3.5881 0.2384 -0.5030 0.326
H -0.6543 0.4934 -0.5654 0.236
H 1.9680 0.5308 1.0627 0.211
H -2.5962 1.4877 -1.6193 0.282
H 4.2428 0.0984 0.6988 0.222
H -2.2907 0.0346 1.5959 0.364
```

---

Arrangement C

C4H10N | ωB97M-V/def2-TZVPD

Properties
total charge	+1
HOMO energy	-16.4	eV

XYZ file:
```
15
Properties=species:S:1:pos:R:3:mulliken_charge:R:1
N -1.2216 0.2187 0.1416 -0.140
C -0.2453 -0.1575 1.2702 -0.596
C -0.4408 0.3390 -1.1576 -0.584
C 0.9346 -0.2479 -0.8873 -0.476
C 1.1277 -0.1726 0.6343 -0.470
H -1.9602 -0.4780 0.0925 0.364
H 1.7466 -0.9987 0.9561 0.340
H 1.0608 -1.2637 -1.2609 0.325
H 1.6645 0.7375 0.8928 0.303
H -0.3960 0.5735 2.0574 0.324
H -0.3665 1.3937 -1.4060 0.306
H -0.5950 -1.1067 1.6527 0.314
H 1.7084 0.3691 -1.3406 0.298
H -1.6698 1.1170 0.3353 0.354
H -1.0132 -0.1620 -1.9305 0.335
```

---

Q: Which of them is the most stable? A: arrangement C.